No. 1
Entry from OMol25: C46H66BIrN8O3PSSi as an isolated structure in a non-equilibrium geometry (ωB97M-V with the def2-TZVPD basis set).

The geometry in XYZ format:
```
128
Properties=species:S:1:pos:R:3:forces:R:3
Ir 0.243863 -0.392535 -0.587708 1.6 -1.6 -1.9
C 3.547032 0.785468 0.769662 -0.1 0.1 0.1
C 3.040237 -0.513836 1.270576 0.1 -0.1 0.1
C 3.553125 -1.316712 2.297404 -0.2 -0.1 -0.1
C 2.777131 -2.453615 2.279936 0.2 0.3 0.0
N 1.873280 -2.335320 1.294657 0.0 -0.4 0.3
N 2.013381 -1.133578 0.702974 -0.4 1.2 -0.4
B 0.873203 -3.373763 0.753949 -0.2 0.2 0.0
N 1.077735 -3.450553 -0.775297 -0.2 -0.4 -0.2
C 1.354072 -4.547377 -1.500893 0.0 0.2 -0.1
C 1.820749 -4.146510 -2.730041 -0.2 0.2 0.1
C 1.799960 -2.748968 -2.688368 0.0 -0.1 -0.1
C 2.313381 -1.791023 -3.694819 -0.1 0.0 0.1
N 1.331876 -2.359508 -1.507876 -1.2 1.7 0.4
N -0.515357 -2.828784 1.103770 -0.2 -0.6 0.2
C -1.453969 -3.351250 1.899747 -0.4 0.1 0.2
C -2.418790 -2.392533 2.121073 0.2 0.0 -0.2
C -1.995577 -1.271768 1.405501 0.1 -0.1 0.1
C -2.650986 0.056842 1.316023 0.1 0.0 0.0
N -0.833835 -1.560846 0.808647 0.2 0.6 0.1
N 1.076307 -4.776989 1.277466 0.5 -0.2 0.3
C 2.225411 -5.492019 1.389748 0.1 -0.2 0.0
C 1.899688 -6.823255 1.457256 0.0 0.2 0.0
C 0.493151 -6.855906 1.356991 0.5 0.4 0.0
C -0.408663 -8.034740 1.311531 0.0 0.0 0.0
N 0.035270 -5.626239 1.247048 -1.1 -0.3 -0.3
H 4.626133 0.829023 0.898158 0.1 0.0 0.0
H 3.093416 1.613114 1.310959 0.0 0.0 -0.1
H 3.299039 0.890148 -0.286012 0.0 0.1 0.0
H 4.368325 -1.092130 2.954240 0.2 0.0 0.1
H 2.818692 -3.320739 2.907430 0.0 -0.2 0.0
H 1.218051 -5.536091 -1.116155 0.0 -0.2 0.3
H 2.135078 -4.769219 -3.538894 0.2 -0.2 -0.2
H 3.315812 -2.082630 -4.001711 0.0 0.0 0.0
H 2.347301 -0.804016 -3.241953 0.1 0.1 -0.1
H 1.679423 -1.773095 -4.577758 0.0 0.1 -0.1
H -1.380527 -4.366664 2.230838 0.0 0.0 0.1
H -3.305888 -2.492096 2.711507 -0.2 0.0 0.1
H -3.681581 -0.014405 1.653199 -0.1 0.0 0.0
H -2.617578 0.430708 0.293704 0.0 0.1 0.0
H -2.124242 0.775496 1.944573 0.0 0.0 -0.1
H 3.185153 -5.016933 1.383390 0.2 0.1 0.0
H 2.561942 -7.655896 1.571763 0.2 -0.1 0.0
H -0.135733 -8.759885 2.075354 -0.1 -0.1 0.0
H -0.333374 -8.518405 0.336465 0.0 -0.1 0.0
H -1.438682 -7.720693 1.459305 -0.1 0.0 0.0
C 0.419984 0.855894 -4.150249 0.1 -0.3 0.3
P 0.476387 1.247467 -2.357372 0.5 0.7 0.6
C -1.032634 2.280872 -2.280698 0.1 -0.2 0.1
C 1.833949 2.477037 -2.289730 -0.2 -0.3 0.0
H -0.009063 1.706585 -4.679473 0.0 0.0 0.1
H -0.212729 -0.015033 -4.309193 0.0 -0.1 -0.1
H 1.413169 0.666789 -4.547539 0.0 0.0 0.0
H -0.988704 3.067785 -3.032373 0.1 0.0 -0.1
H -1.143482 2.718908 -1.293975 0.0 -0.1 0.0
H -1.887467 1.636170 -2.478775 -0.1 0.0 -0.1
H 1.668002 3.246778 -3.043490 0.0 0.0 -0.1
H 2.790481 1.991542 -2.481531 0.0 0.0 0.0
H 1.870587 2.937387 -1.303739 0.0 -0.1 0.1
C -1.358306 6.692706 1.722401 0.1 -0.3 -0.1
C -1.061212 5.373431 1.006413 -0.5 0.2 -0.2
C -2.337530 4.539785 0.863825 0.3 0.1 0.0
C -0.439346 5.647485 -0.361279 0.0 -0.1 0.3
O -0.164740 4.665302 1.852619 0.2 0.2 0.3
Si 1.015443 3.578865 1.787693 -0.4 -1.4 -1.1
S 0.212392 1.791018 0.852143 -1.3 -1.2 -0.2
O 1.478554 3.227007 3.280820 0.4 0.1 0.1
C 0.801016 3.109529 4.530967 -0.3 -0.1 0.6
C -0.307076 2.065971 4.412377 0.2 0.1 0.0
C 0.224297 4.465590 4.931054 0.1 -0.2 -0.1
C 1.846771 2.663754 5.553458 -0.2 0.1 -0.3
O 2.286133 3.893418 0.848201 0.4 0.4 -0.2
C 3.440061 4.723925 1.039850 0.4 0.3 0.0
C 3.016417 6.185568 1.158154 0.0 -0.3 -0.1
C 4.178833 4.304297 2.306587 -0.2 0.0 -0.1
C 4.327572 4.519552 -0.191340 -0.3 0.0 0.3
H -2.077656 7.273013 1.152556 -0.1 0.1 -0.1
H -0.442956 7.267693 1.835981 0.1 0.1 0.0
H -1.761388 6.497131 2.712379 -0.1 0.0 0.1
H -3.045629 5.049536 0.215733 -0.1 0.1 -0.1
H -2.795213 4.388986 1.839192 -0.1 0.0 0.1
H -2.103007 3.562367 0.445211 0.0 0.0 0.0
H -1.151473 6.173169 -0.992045 -0.1 0.0 -0.1
H -0.155844 4.715950 -0.844208 0.1 -0.1 -0.1
H 0.447256 6.264484 -0.249734 0.1 0.1 0.0
H -1.063713 2.412047 3.711308 -0.1 0.0 -0.1
H -0.769056 1.900947 5.381803 -0.1 0.0 0.1
H 0.103773 1.125254 4.049501 0.0 -0.1 0.0
H -0.527168 4.776956 4.212997 -0.1 0.1 0.0
H 1.016394 5.209675 4.952524 0.1 0.1 0.0
H -0.226436 4.404863 5.917280 -0.1 0.0 0.1
H 2.265377 1.699950 5.276037 0.0 -0.1 0.0
H 1.386434 2.580132 6.533850 0.0 0.0 0.1
H 2.651133 3.392239 5.606065 0.1 0.1 0.0
H 2.280488 6.298186 1.951314 -0.1 0.1 0.1
H 2.590379 6.544561 0.224087 0.0 0.0 -0.1
H 3.882677 6.795251 1.398241 0.1 0.1 0.0
H 3.597381 4.575588 3.183266 0.0 0.0 0.1
H 5.143347 4.801839 2.355036 0.1 0.0 0.0
H 4.327737 3.227043 2.313438 0.1 -0.1 0.0
H 3.770840 4.726430 -1.103280 -0.1 0.1 -0.1
H 4.683454 3.492995 -0.230889 0.1 -0.1 0.0
H 5.183701 5.188049 -0.144385 0.1 0.0 0.0
C -1.244698 -0.987848 -1.763752 0.9 1.1 1.6
C -2.082552 -1.754068 -2.224038 -1.1 -0.4 -0.9
C -3.049115 -2.589390 -2.783491 1.2 0.6 0.7
C -4.145383 -2.985626 -1.941063 -0.6 -0.2 0.4
C -4.506859 -2.181182 -0.845977 0.2 0.0 -0.2
C -5.467619 -2.591827 0.049424 -0.1 0.1 0.1
C -6.099093 -3.817077 -0.113566 0.2 0.1 -0.2
C -5.763383 -4.619985 -1.194407 -0.1 -0.2 0.0
C -4.803350 -4.218034 -2.099404 0.1 0.1 -0.2
C -2.821540 -3.064895 -4.123293 0.0 -0.2 -0.8
C -3.873329 -3.422254 -4.982392 0.0 0.0 0.3
C -3.610897 -3.829696 -6.274300 -0.1 -0.1 -0.2
C -2.306431 -3.895222 -6.742445 -0.1 0.1 0.2
C -1.258452 -3.529353 -5.909568 0.1 -0.1 -0.1
C -1.508110 -3.116235 -4.620906 -0.1 0.0 0.2
H -4.021993 -1.224748 -0.732480 0.0 0.1 0.1
H -5.730497 -1.956833 0.881850 0.0 0.1 0.1
H -6.836108 -4.148871 0.600671 -0.1 0.0 0.0
H -6.248191 -5.576325 -1.323436 0.0 -0.1 0.0
H -4.522380 -4.873585 -2.910599 0.0 -0.1 0.0
H -4.895449 -3.348008 -4.639600 0.0 0.0 0.0
H -4.428100 -4.094870 -6.929091 -0.1 0.0 0.0
H -2.108081 -4.226774 -7.749256 0.0 0.0 -0.1
H -0.242362 -3.577186 -6.270225 0.1 0.0 0.0
H -0.697057 -2.860103 -3.955079 0.1 0.0 0.0
```
Forces are in eV/Å.

Spin multiplicity   1
Energy relative to the best compared isomer or geometry (same formula, charge and spin)   270.8 kJ/mol
E   -98355.166 eV
Kohn-Sham gap   5.129 eV
Charge   +1
F_max   2.97 eV/Å

These are the Löwdin partial charges, in e, on atoms 1 to 2: number 1, Ir, carries 1.0228; number 2, C, carries -0.0376

***

No. 2
Entry from OMol25: a 4-piece molecular cluster, C46H66BO9PS2 overall (ωB97M-V with the def2-TZVPD basis set).

The geometry in XYZ format:
```
125
Properties=species:S:1:pos:R:3:forces:R:3
C 7.219536 -0.633321 2.605555 -0.1 0.0 0.0
C 6.884689 -1.060186 1.179755 0.0 0.0 0.3
O 6.050818 -2.238577 1.248304 0.2 0.0 0.0
P 5.639362 -2.990928 -0.104759 0.0 0.2 -0.4
O 6.274450 -2.413896 -1.301997 0.1 -0.1 0.2
C 3.852181 -2.952708 -0.137622 -0.2 0.2 0.3
C 3.343813 -1.580639 0.328276 0.0 0.1 -0.1
C 1.851637 -1.349691 0.003088 0.3 -0.1 -0.1
C 1.023394 -0.741554 1.157039 0.0 -0.1 -0.4
C 0.722163 0.762000 0.926857 -0.1 -0.2 0.2
S 2.228937 1.719656 0.625426 0.2 0.2 0.2
C -0.394899 1.091693 -0.076195 0.0 0.2 -0.2
O 0.081690 0.768281 -1.367423 -0.1 0.1 0.0
C -0.582213 1.167358 -2.509618 0.4 0.5 -0.5
O 0.025619 1.775180 -3.346527 -0.2 -0.5 0.4
C -1.982364 0.696789 -2.726716 0.0 0.0 0.2
C -3.080807 1.300595 -2.133832 0.3 0.1 0.1
C -4.355206 0.847632 -2.417955 -0.1 0.1 0.1
C -4.530045 -0.202271 -3.300256 -0.1 -0.1 -0.1
C -3.431903 -0.808947 -3.891296 -0.2 0.0 0.0
C -2.159239 -0.359468 -3.606265 0.1 -0.1 -0.1
B -0.769464 2.657856 0.129349 -0.3 0.0 0.1
O -0.105608 3.583536 -0.628399 0.2 -0.4 0.1
C -1.841044 3.098404 1.186081 0.2 0.2 0.1
C -1.140707 3.708763 2.426076 0.1 0.0 -0.3
O -1.562834 0.331014 0.295024 0.1 -0.2 -0.2
S -1.524942 -1.270007 0.347184 -0.2 -0.2 0.1
O -2.821731 -1.609421 0.848191 0.2 0.1 -0.1
O -1.091424 -1.814551 -0.902483 0.0 0.1 0.0
C -0.243374 -1.553134 1.590014 -0.3 0.2 0.2
C -0.816977 -0.962284 2.903703 0.2 -0.2 0.0
C 0.070870 -1.071358 4.164016 -0.4 0.3 0.4
C 0.147212 0.301644 4.856376 0.5 -0.6 -0.2
C -0.474912 -2.085520 5.171282 0.2 -0.1 0.0
C -0.011997 -3.093298 1.619487 0.1 -0.1 0.0
C 1.281480 -3.493645 2.351551 -0.1 0.1 0.1
C -1.219641 -3.898694 2.128632 0.1 -0.4 0.0
C -0.904137 -5.380145 2.361928 0.0 0.3 0.1
O 5.976614 -4.510002 0.214476 0.0 0.0 -0.1
C 7.371617 -4.877178 0.237091 0.1 -0.2 0.1
C 7.782662 -5.351247 1.626457 0.3 -0.1 -0.2
H 6.969156 0.410812 2.781531 0.1 0.1 0.0
H 6.640696 -1.226532 3.311239 0.0 0.0 0.0
H 8.273829 -0.781402 2.826769 0.0 0.0 0.1
H 7.786534 -1.298914 0.622814 0.0 0.0 -0.1
H 6.352871 -0.275864 0.644395 -0.1 0.0 -0.1
H 3.541780 -3.130990 -1.166339 0.1 -0.1 -0.1
H 3.436598 -3.736786 0.494653 0.0 -0.1 0.0
H 3.937655 -0.808324 -0.164472 0.0 0.1 0.0
H 3.540749 -1.468285 1.394621 0.0 0.0 0.1
H 1.819381 -0.685154 -0.854943 -0.2 -0.1 -0.1
H 1.421943 -2.283561 -0.347713 -0.1 0.0 0.1
H 1.660248 -0.737159 2.042624 0.0 0.0 0.0
H 0.386852 1.161302 1.885995 -0.1 0.1 0.0
H 2.250341 1.603703 -0.706071 0.0 -0.1 -0.1
H -2.939521 2.123288 -1.444312 -0.1 0.1 0.0
H -5.204267 1.316311 -1.941976 -0.1 0.0 0.0
H -5.526089 -0.550058 -3.536912 -0.1 0.0 0.0
H -3.573989 -1.622328 -4.588680 0.0 -0.1 0.0
H -1.300501 -0.832218 -4.061845 0.1 0.0 0.0
H 0.585290 4.068560 -0.168166 -0.1 0.3 -0.1
H -2.519275 2.303450 1.487057 -0.1 0.0 0.0
H -2.426253 3.886674 0.704860 -0.1 0.0 0.0
H -0.871311 2.927667 3.135819 0.0 0.0 0.1
H -1.763362 4.452647 2.915942 -0.1 -0.1 0.2
H -0.215721 4.219421 2.145971 0.0 0.0 0.0
H -1.032085 0.091244 2.735437 -0.1 0.0 -0.1
H -1.786219 -1.415056 3.101072 0.0 -0.1 0.0
H 1.098332 -1.348847 3.930215 0.0 -0.1 -0.2
H 0.850124 0.220582 5.687138 -0.1 0.2 0.1
H 0.553255 1.029988 4.152872 -0.2 0.3 0.1
H -0.825882 0.605579 5.238391 0.0 0.2 -0.1
H -1.530280 -1.896875 5.369404 -0.1 0.0 0.0
H -0.370481 -3.115908 4.834342 -0.1 0.0 -0.1
H 0.071393 -2.000640 6.111210 0.0 0.0 0.1
H 0.093405 -3.404035 0.579155 0.1 0.1 0.0
H 1.726634 -4.354504 1.857320 0.0 -0.1 0.1
H 2.027847 -2.705527 2.365097 0.1 0.0 -0.1
H 1.087431 -3.757967 3.389603 0.0 0.0 0.0
H -1.614843 -3.486853 3.055470 -0.1 0.1 0.0
H -2.013300 -3.860253 1.386200 -0.1 0.2 0.0
H -0.380011 -5.809882 1.508455 -0.1 -0.1 -0.1
H -1.836453 -5.915577 2.527607 0.0 -0.1 -0.1
H -0.286538 -5.530728 3.246699 0.1 0.0 0.0
H 7.992997 -4.046380 -0.095333 -0.1 0.2 0.0
H 7.496904 -5.669821 -0.497004 0.0 0.0 -0.1
H 7.856716 -6.436285 1.665925 -0.2 0.0 0.1
H 7.083593 -5.004487 2.382123 0.0 0.0 0.0
H 8.773657 -4.966055 1.867121 0.0 0.0 0.1
C -4.132741 1.627689 -9.104010 0.0 0.0 0.0
C -3.924015 1.429818 -7.747093 0.0 0.0 0.0
C -4.829746 0.680766 -7.008032 0.0 0.0 0.0
C -5.939519 0.123085 -7.628662 0.0 0.0 0.0
C -6.145207 0.316091 -8.988351 0.0 0.0 0.0
C -5.244151 1.073051 -9.723734 0.1 -0.1 -0.1
H -3.430068 2.215394 -9.680175 0.0 0.0 0.0
H -3.055810 1.859119 -7.263571 0.0 0.0 0.0
H -4.668090 0.532802 -5.949090 0.0 0.0 0.0
H -6.644293 -0.463557 -7.052861 0.0 0.0 0.0
H -7.010105 -0.118811 -9.472813 0.0 0.0 0.0
H -5.408539 1.231657 -10.782008 0.0 0.0 0.0
C 3.119209 2.793061 10.024892 0.0 0.0 0.0
C 3.975320 1.704552 9.934115 0.0 0.0 0.0
C 4.045360 0.973364 8.756889 0.0 0.0 0.0
C 3.263201 1.334459 7.668718 0.0 0.0 0.0
C 2.408904 2.423994 7.758300 0.0 0.0 0.0
C 2.334795 3.151771 8.937766 0.0 0.0 0.0
H 3.062926 3.362053 10.943711 0.0 0.0 0.0
H 4.588078 1.425768 10.781428 0.0 0.0 0.0
H 4.709907 0.121943 8.687233 0.0 0.0 0.0
H 3.320738 0.764984 6.749380 0.0 0.0 0.0
H 1.798674 2.705726 6.909462 0.0 0.0 0.0
H 1.665445 3.999185 9.009564 0.0 0.0 0.0
C -6.591495 3.944796 -8.279297 -0.1 0.1 0.0
C -6.916587 5.012191 -9.104640 0.0 0.0 0.0
C -6.823410 6.313918 -8.630065 0.0 0.0 0.0
C -6.399695 6.549007 -7.329856 0.0 0.0 0.0
C -6.072446 5.481842 -6.503972 0.0 0.0 0.0
C -6.171215 4.181123 -6.977624 0.0 0.0 0.0
H -6.663592 2.931527 -8.646701 0.0 0.0 0.0
H -7.242477 4.829623 -10.120976 0.0 0.0 0.0
H -7.080713 7.145259 -9.273964 0.0 0.0 0.0
H -6.323658 7.563625 -6.960321 0.0 0.0 0.0
H -5.739164 5.664825 -5.490333 0.0 0.0 0.0
H -5.918921 3.348596 -6.334563 0.0 0.0 0.0
```
Forces are in eV/Å.

Spin multiplicity   1
E   -98839.192 eV
Kohn-Sham gap   9.159 eV
Charge   0
F_max   0.87 eV/Å
SMILES string   CCOP(=O)(CCC[C@H]1[C@@H](S)[C@](OC(=O)c2ccccc2)(B(O)CC)OS(=O)(=O)[C@@]1(CC(C)C)[C@@H](C)CC)OCC.c1ccccc1.c1ccccc1.c1ccccc1

These are the Löwdin partial charges, in e, on atoms 1 to 2: number 1, C, carries -0.0623; number 2, C, carries -0.2499

***

Result set for E_LUMO: -4.6840; 0.1878 eV, one per record in the order listed.